(1)
# C15H45GaNO8S7

A molecular structure, C15H45GaNO8S7 (the ωB97M-V functional and the def2-TZVPD basis, OMol25).

## Properties
- HOMO: -0.168 Eh
- LUMO: 1.75 eV
- Electronic energy: -5967.08812 Ha

```
! RIJCOSX wB97M-V def2-TZVPD def2/J DEFGRID3
* xyz -1 1
Ga 1.050 -2.239 -3.824
S -5.266 -2.466 4.965
S 5.531 3.084 7.863
S -2.776 4.076 -5.713
S 3.637 -3.251 0.426
S -1.310 3.427 -10.798
S -1.216 -2.578 1.488
S 2.989 -0.831 5.064
O -1.883 4.368 -9.796
O -5.518 -2.584 3.501
O -0.762 -3.054 2.836
O 2.905 -3.056 -0.852
O -0.654 0.023 -5.788
O 4.692 2.022 8.486
O 3.805 -0.286 3.938
O -3.504 4.341 -4.436
N -0.728 -1.325 -3.830
C -2.696 2.291 -5.933
C 6.806 2.262 6.890
C 2.794 -2.269 1.678
C -0.785 -0.543 -4.736
C -1.839 -4.010 0.593
C -0.936 4.382 -12.282
C 1.257 -0.729 4.577
C -3.932 4.373 -7.065
C 5.124 -2.231 0.365
C -4.420 -3.968 5.490
C 6.642 3.708 9.138
C -6.820 -2.821 5.808
C 2.903 0.447 6.330
C -2.817 -1.786 1.709
C -2.682 2.502 -11.515
H 6.047 4.232 9.886
H -0.628 3.706 -13.081
H -2.674 -0.873 2.287
H -0.121 5.067 -12.052
H -4.852 3.809 -6.898
H -4.161 5.438 -7.096
H -2.278 2.063 -6.914
H -2.289 -3.683 -0.345
H 0.928 -3.590 -2.981
H 1.085 -1.427 3.757
H -3.237 -1.534 0.735
H 2.680 -1.242 1.330
H -2.315 1.889 -12.340
H -4.328 -3.971 6.577
H 5.621 -2.254 1.336
H 7.170 2.878 9.610
H -3.102 1.858 -10.744
H -1.001 -4.673 0.379
H 0.625 -1.005 5.422
H 3.367 -2.289 2.605
H 5.790 -2.640 -0.394
H -3.473 4.075 -8.008
H 1.024 0.284 4.246
H 2.089 -1.236 -3.110
H -1.815 4.952 -12.588
H 7.513 3.004 6.517
H 2.216 0.135 7.118
H 2.565 1.386 5.888
H -2.050 1.875 -5.163
H -3.426 -3.976 5.042
H 3.897 0.583 6.752
H 4.859 -1.206 0.102
H -3.449 3.192 -11.870
H 1.810 -2.706 1.851
H -4.978 -4.844 5.156
H -2.576 -4.536 1.202
H -3.695 1.861 -5.839
H 1.452 -2.459 -5.371
H 6.328 1.763 6.047
H -7.225 -3.771 5.455
H 7.323 1.524 7.504
H -3.491 -2.454 2.247
H -6.648 -2.863 6.885
H -7.524 -2.020 5.585
H 7.355 4.402 8.691
*
```



(2)
# C19H20N2O5S

A single C19H20N2O5S molecule (the ωB97M-V functional and the def2-TZVPD basis, OMol25).

## Properties
- HOMO: -0.326 Eh
- Structure (SMILES): O=C(COC(=O)CSc1ccc([N+](=O)[O-])cc1)NCCCc1ccccc1
- Energy above the lowest of the compared OMol25 structures with the same formula, charge and spin: 319.0 kJ/mol
- LUMO: -0.45 eV
- Electronic energy: -1619.87531 Ha

```
! RIJCOSX wB97M-V def2-TZVPD def2/J DEFGRID3
* xyz 0 1
S 0.009 1.247 -2.909
O 4.903 -0.770 0.988
O 4.349 0.990 2.089
O -2.807 1.905 -1.504
O -1.484 3.191 -0.219
O -3.596 0.496 1.621
N -3.077 -0.579 -0.297
N 4.236 0.232 1.148
C -2.745 -1.843 0.329
C -1.734 2.662 -1.266
C 0.330 -1.492 0.566
C 0.052 -0.347 1.303
C 1.275 1.078 -1.696
C -1.694 -2.604 -0.472
C 1.712 -0.951 2.926
C 2.429 1.650 0.320
C -3.732 1.744 -0.428
C -0.870 2.793 -2.504
C 0.734 -0.081 2.477
C 2.123 -0.018 -1.875
C 1.311 -2.360 1.028
C 1.442 1.924 -0.604
C 3.101 -0.295 -0.950
C -3.456 0.490 0.420
C 3.246 0.539 0.156
C 2.001 -2.093 2.197
C -0.411 -1.794 -0.706
H -2.382 -1.617 1.335
H -2.114 -2.883 -1.442
H -0.146 3.598 -2.380
H -1.498 2.975 -3.375
H 2.253 -0.736 3.835
H 0.236 -2.367 -1.373
H -0.699 0.349 0.960
H -0.670 -0.862 -1.210
H -3.649 -2.457 0.424
H 3.755 -1.145 -1.059
H 0.502 0.812 3.038
H 1.541 -3.252 0.462
H -4.721 1.663 -0.885
H 1.990 -0.649 -2.740
H 2.567 2.283 1.183
H -3.034 -0.521 -1.303
H -1.452 -3.521 0.067
H 0.799 2.773 -0.443
H -3.694 2.615 0.233
H 2.769 -2.771 2.535
*
```



(3)
# C21H51ClCoN6O4SbSi3

A molecular structure, C21H51ClCoN6O4SbSi3 (the ωB97M-V functional and the def2-TZVPD basis, OMol25).

## Properties
- <S²>: 6.011
- HOMO (spin up / spin down): -0.513 / -0.521 Eh
- LUMO (spin up / spin down): -4.37 / -8.42 eV
- Electronic energy: -4411.27827 Ha

```
! RIJCOSX wB97M-V def2-TZVPD def2/J DEFGRID3
* xyz 2 5
Sb 0.434 -0.043 -1.243
Co 0.764 -0.017 1.420
Cl 2.708 -0.333 3.413
Si 2.712 -1.285 -2.183
Si 0.444 2.350 -2.328
Si -1.614 -1.261 -2.306
O 1.264 -0.425 3.664
O 3.370 -1.559 3.666
O 2.734 -0.068 1.904
O 3.293 0.771 4.080
N 0.305 -3.447 1.350
N -0.558 1.504 1.680
N -0.750 -1.366 1.659
N 0.641 3.504 1.887
N -1.727 -3.497 2.245
N -1.506 3.734 1.464
C -1.795 -0.545 2.290
C -1.496 -0.939 -4.126
C -1.864 0.832 1.665
C 1.905 2.921 2.277
C 1.853 3.207 -1.479
C -1.472 -3.059 -1.878
C 0.089 -4.856 1.696
C 0.661 2.251 -4.161
C 0.454 4.952 1.900
C 2.870 -0.484 -3.836
C -1.219 3.051 -1.916
C -1.383 -4.909 2.058
C -0.505 2.833 1.685
C -0.757 -2.682 1.773
C 1.684 -3.014 1.508
C -3.164 -0.530 -1.598
C -2.950 3.568 1.334
C 4.018 -0.831 -0.972
C -1.060 5.090 1.806
C 2.248 -3.058 -2.335
C -3.105 -3.236 2.656
H 4.890 -1.478 -1.117
H 3.279 0.524 -3.762
H 1.977 -2.968 2.558
H 1.871 -2.050 1.043
H -1.584 -0.443 3.360
H -2.009 2.486 -2.419
H -2.417 -3.556 -2.120
H 0.855 5.378 2.819
H -2.606 1.374 2.243
H 2.813 2.797 -1.804
H -3.437 3.385 2.294
H -0.500 -1.127 -4.532
H 1.432 -3.179 -3.047
H -0.109 1.648 -4.642
H -1.412 3.044 -0.842
H 2.651 3.712 2.293
H -3.172 0.562 -1.646
H 1.785 3.103 -0.394
H 1.852 4.274 -1.721
H -4.011 -0.894 -2.188
H -2.233 0.737 0.639
H 1.955 -3.505 -1.387
H 1.926 -0.452 -4.382
H -3.213 2.789 0.627
H -3.339 4.504 0.936
H 2.330 -3.732 1.008
H -0.683 -3.552 -2.447
H -1.367 5.783 1.025
H -3.166 -2.484 3.434
H 3.695 -0.939 0.061
H 0.337 -5.494 0.850
H -1.999 -5.344 1.267
H 3.113 -3.606 -2.726
H 4.339 0.201 -1.131
H 0.971 5.410 1.056
H -3.747 -2.967 1.815
H -2.194 -1.610 -4.639
H -1.266 -3.198 -0.816
H -1.280 4.086 -2.268
H -3.486 -4.162 3.080
H -2.790 -0.958 2.171
H 1.637 1.876 -4.461
H 1.854 2.473 3.267
H -1.568 -5.459 2.978
H -1.512 5.413 2.746
H 0.568 3.274 -4.543
H 3.570 -1.089 -4.426
H 0.727 -5.137 2.538
H -1.785 0.086 -4.366
H 2.252 2.178 1.562
H -3.322 -0.839 -0.563
*
```



(4)
# C25H18CaCl7N2O4PS2

A molecular structure, C25H18CaCl7N2O4PS2 (the ωB97M-V functional and the def2-TZVPD basis, OMol25).

## Properties
- HOMO: -0.050 Eh
- Energy above the lowest of the compared OMol25 structures with the same formula, charge and spin: 94.3 kJ/mol
- LUMO: 3.79 eV
- Electronic energy: -6410.86692 Ha

```
! RIJCOSX wB97M-V def2-TZVPD def2/J DEFGRID3
* xyz -2 1
Ca -0.754 0.153 -0.050
Cl -0.259 -3.921 5.386
Cl 2.602 -4.874 -4.716
Cl -0.092 -2.661 2.528
Cl -1.063 -0.947 -5.034
Cl 2.265 0.409 7.409
Cl 2.474 1.617 4.531
Cl 0.835 -2.344 7.866
S -2.128 2.469 0.410
S -3.168 -0.746 0.866
P 1.224 2.574 -0.867
O 1.835 3.507 0.300
O 0.700 3.742 -1.877
O -0.429 -0.544 -2.130
O 2.681 2.203 -1.524
N 1.611 0.394 1.383
N 1.275 -1.978 -0.632
C 2.726 0.954 -2.209
C 2.943 -3.678 -0.416
C -5.503 0.224 -0.143
C -4.182 0.542 0.197
C 0.786 -2.877 -4.640
C -0.413 3.406 -2.710
C 1.148 -2.298 -1.947
C 1.690 -3.602 -3.922
C -6.395 1.154 -0.651
C -4.671 2.805 -0.510
C 1.580 -0.440 6.059
C 0.049 -1.847 -4.044
C 1.901 -3.331 -2.549
C 0.188 -1.494 -2.698
C 0.463 -2.362 5.163
C 2.133 -2.644 0.096
C 0.963 -1.673 6.274
C 1.118 -0.545 3.655
C 0.958 0.109 2.430
C 0.547 -1.825 3.897
C -5.973 2.465 -0.839
C 1.682 0.097 4.792
C 2.824 -4.020 -1.730
C 0.953 3.797 1.396
C -3.754 1.882 0.008
H -5.819 -0.803 0.004
H 2.089 0.955 -3.099
H 2.411 0.136 -1.560
H 3.423 -4.813 -2.158
H -4.325 3.823 -0.650
H 1.526 4.400 2.098
H 0.075 4.348 1.059
H -0.924 4.335 -2.960
H 0.631 2.878 1.888
H -6.647 3.215 -1.239
H -7.408 0.855 -0.900
H 0.632 -3.090 -5.689
H -0.070 2.926 -3.630
H 2.192 -2.374 1.145
H -1.117 2.757 -2.185
H 3.638 -4.187 0.239
H 3.759 0.794 -2.515
H 2.562 -0.009 1.347
*
```